No. 1
2 unconnected molecules or ions with the total composition C3H11N2 in a non-equilibrium geometry, computed with ωB97M-V/def2-TZVPD.

Properties
Lowest unoccupied orbital energy in eV: -4.6
Total charge: +1
M in g/mol: 75.135
Gap between HOMO and LUMO in eV: 9.522

Each atom is followed by the atoms it is bonded to, with distances in Å.
Element x y z (Å)
1 C 1.270 -1.386 -1.438  N2 1.496, H3 1.050, H4 1.216, H5 1.096
2 N 1.635 -0.665 -0.180  C1 1.496, H6 0.973, H8 1.035
3 H 1.386 -2.411 -1.242  C1 1.050
4 H 0.089 -1.214 -1.673  C1 1.216
5 H 1.864 -1.117 -2.318  C1 1.096
6 H 1.494 -1.214 0.611  N2 0.973
7 H 0.287 0.289 -0.056  N11 1.163
8 H 2.408 0.019 -0.089  N2 1.035
9 C -1.757 0.023 0.990  N11 1.472, H12 1.094, H13 1.093, H14 1.159
10 C -0.617 2.059 0.528  N11 1.268, H15 1.090, H16 1.041
11 N -0.596 0.791 0.511  H7 1.163, C9 1.472, C10 1.268
12 H -2.066 0.497 1.927  C9 1.094
13 H -1.468 -1.027 1.072  C9 1.093
14 H -2.722 0.040 0.349  C9 1.159
15 H 0.091 2.665 -0.037  C10 1.090
16 H -1.298 2.651 1.047  C10 1.041

No. 2
3 unconnected molecules or ions with the total composition C3H11N2O in a non-equilibrium geometry, computed with ωB97M-V/def2-TZVPD.

Properties
Lowest unoccupied orbital energy (alpha / beta) in eV: 5.5 / 5.5
Total charge: -2
M in g/mol: 91.134
Gap between HOMO and LUMO (alpha / beta) in eV: 4.514 / 7.175
Spin multiplicity: 2

Each atom is followed by the atoms it is bonded to, with distances in Å.
Element x y z (Å)
1 N -13.775 1.613 6.679  H4 1.078, H5 1.028, H8 1.150
2 C -11.391 3.553 5.257  N3 1.345, H6 1.134, H7 1.102
3 N -12.402 3.050 4.525  C2 1.345, H9 1.048
4 H -12.981 0.885 6.707  N1 1.078
5 H -13.176 2.283 7.177  N1 1.028
6 H -10.626 4.260 4.809  C2 1.134
7 H -11.019 3.075 6.178  C2 1.102
8 H -13.333 1.932 5.667  N1 1.150
9 H -12.232 3.407 3.555  N3 1.048
10 C 14.659 -3.052 -6.848  O11 1.331, C12 1.583, H13 1.155, H14 1.089
11 O 15.792 -2.681 -6.255  C10 1.331
12 C 13.379 -3.039 -5.917  C10 1.583, H15 1.170, H16 1.099, H17 1.185
13 H 14.145 -2.325 -7.583  C10 1.155
14 H 14.430 -4.064 -7.179  C10 1.089
15 H 12.303 -3.249 -6.326  C12 1.170
16 H 13.262 -3.619 -4.990  C12 1.099
17 H 12.965 -2.029 -5.456  C12 1.185